Run w
2 unconnected molecules or ions with the total composition H3NS2. Source: the OMol25 dataset; level of theory: ωB97M-V/def2-TZVPD.

The geometry in XYZ format:
```
6
Properties=species:S:1:pos:R:3
N -0.711 -0.559 0.482
S -0.196 -0.720 1.972
H -1.271 -1.304 0.182
S 0.513 1.150 -1.449
H -0.068 0.715 -0.274
H 1.732 0.717 -0.913
```

The SMILES is N=S.S. The calculation puts the HOMO energy (alpha / beta) at -8.79 / -8.84 eV.

Atomic partial charges in e from the Löwdin method, atoms 1 to 2:
1 N -0.534
2 S 0.663


Run x
2 unconnected molecules or ions with the total composition H3NS2. Source: the OMol25 dataset; level of theory: ωB97M-V/def2-TZVPD.

The geometry in XYZ format:
```
6
Properties=species:S:1:pos:R:3
N -0.684 -0.695 0.373
S 2.007 0.485 0.022
S -1.545 0.555 -0.138
H -0.765 -1.581 -0.205
H 2.198 -0.240 -0.980
H -1.212 1.476 0.928
```

The calculation puts the HOMO energy (alpha / beta) at -9.62 / -8.58 eV.

Atomic partial charges in e from the Löwdin method, atoms 1 to 2:
1 N -0.541
2 S 0.374


Best to worst by energy: run w, run x.


Run w
2 unconnected molecules or ions with the total composition C4H10O3S. Source: the OMol25 dataset; level of theory: ωB97M-V/def2-TZVPD.

The geometry in XYZ format:
```
18
Properties=species:S:1:pos:R:3
O -2.909 1.435 0.519
C -1.820 0.921 0.431
O -0.749 1.803 0.445
C -1.412 -0.475 0.109
C -0.203 -0.727 -0.884
C 1.183 -0.994 -0.310
S 2.456 -1.131 -1.632
H -1.017 2.706 0.624
H -1.201 -1.046 1.024
H -2.130 -1.078 -0.434
H -0.240 0.054 -1.645
H -0.602 -1.605 -1.389
H 1.466 -0.598 0.648
H 1.317 -2.066 -0.083
H 3.054 0.073 -1.447
O 0.417 0.264 2.496
H 0.113 0.640 3.344
H -0.001 0.954 1.923
```

The SMILES is O=C(O)CCCS.O. The calculation puts the HOMO energy at -9.06 eV.

Atomic partial charges in e from the Löwdin method, atoms 1 to 2:
1 O 0.113
2 C -0.478


Run x
2 unconnected molecules or ions with the total composition C4H10O3S. Source: the OMol25 dataset; level of theory: ωB97M-V/def2-TZVPD.

The geometry in XYZ format:
```
18
Properties=species:S:1:pos:R:3
C 2.097 1.038 2.941
S 1.741 0.160 1.424
C 0.087 0.737 1.182
C -0.424 0.164 -0.162
C -1.623 0.823 -0.853
O -2.098 1.894 -0.481
O -2.049 0.164 -1.911
H 3.029 0.559 3.285
H 1.315 0.871 3.700
H 2.272 2.123 2.849
H -0.562 0.443 2.030
H 0.137 1.842 1.164
H 0.355 0.288 -0.938
H -0.636 -0.919 -0.069
H -1.484 -0.611 -2.180
O -0.940 -2.949 -3.762
H -0.043 -3.307 -3.575
H -1.176 -3.320 -4.643
```

The SMILES is CSCCC(=O)O.O. The calculation puts the HOMO energy at -8.69 eV.

Atomic partial charges in e from the Löwdin method, atoms 1 to 2:
1 C -0.440
2 S 0.801


Best to worst by energy: run x, run w.


Run w
C2H8N4 in the gas phase. Source: the OMol25 dataset; level of theory: ωB97M-V/def2-TZVPD.

The geometry in XYZ format:
```
14
Properties=species:S:1:pos:R:3
C -2.161 0.674 -0.718
N -1.332 0.712 0.405
N 0.065 0.539 0.084
C 0.484 -0.598 0.614
N 1.725 -1.081 0.596
N 2.738 -0.466 -0.043
H -2.091 -0.365 -1.046
H -3.383 0.788 -0.801
H -1.826 1.358 -1.473
H -1.370 1.627 1.012
H -0.309 -1.085 1.385
H 2.135 -1.762 1.328
H 2.490 0.509 -0.317
H 2.836 -0.850 -1.025
```

The SMILES is CN/N=C/NN. The calculation puts the HOMO energy at -8.15 eV.

Atomic partial charges in e from the Löwdin method, atoms 1 to 2:
1 C -0.211
2 N -0.242


Run x
C2H8N4 in the gas phase. Source: the OMol25 dataset; level of theory: ωB97M-V/def2-TZVPD.

The geometry in XYZ format:
```
14
Properties=species:S:1:pos:R:3
N -0.349 1.354 -0.196
N 0.965 0.808 -1.481
N -1.476 0.711 -0.204
N -0.412 -1.537 0.942
C 0.787 0.561 0.265
C 0.694 -0.606 1.008
H -2.323 1.240 -0.377
H 0.880 1.712 -1.942
H 0.431 0.107 -1.992
H -1.455 -0.311 0.053
H -0.499 -2.115 1.768
H -0.471 -2.150 0.132
H 1.623 1.190 0.547
H 1.605 -0.962 1.476
```

The calculation puts the HOMO energy (alpha / beta) at -6.59 / -6.59 eV.

Atomic partial charges in e from the Löwdin method, atoms 1 to 2:
1 N -0.020
2 N 0.035


Run y
C2H8N4 in the gas phase. Source: the OMol25 dataset; level of theory: ωB97M-V/def2-TZVPD.

The geometry in XYZ format:
```
14
Properties=species:S:1:pos:R:3
H 0.653 -1.508 -1.804
N 1.026 -1.790 -0.857
C 0.506 -0.926 0.022
N 0.610 -1.124 1.420
N -0.537 0.005 -0.369
C -0.033 1.146 -1.010
N -1.129 0.561 0.879
H 0.426 -0.481 2.234
H 1.278 -1.941 1.730
H -0.799 1.959 -1.196
H 0.860 1.751 -0.655
H 0.441 0.818 -2.007
H -1.294 1.630 0.632
H -2.006 -0.100 0.980
```

The SMILES is [H]/N=C(/N)N(C)N. The calculation puts the HOMO energy at -8.63 eV.

Atomic partial charges in e from the Löwdin method, atoms 1 to 2:
1 H 0.042
2 N 0.066


Best to worst by energy: run y, run w, run x.


Run w
2 unconnected molecules or ions with the total composition C5H16NOSi. Source: the OMol25 dataset; level of theory: ωB97M-V/def2-TZVPD.

The geometry in XYZ format:
```
24
Properties=species:S:1:pos:R:3
C 0.209 -1.846 -0.537
C -1.977 -0.752 -0.650
C -0.505 1.373 2.156
C -0.646 -0.673 0.013
C 0.055 0.607 -0.147
N -0.350 1.339 -1.399
O -0.451 1.709 0.799
Si 3.143 -0.303 0.076
H -0.125 -2.810 -0.194
H 0.262 -1.956 -1.632
H 1.198 -1.630 -0.243
H -2.355 -1.687 -0.470
H -2.063 -0.709 -1.719
H -2.570 -0.009 -0.079
H -1.400 0.799 2.422
H -0.600 2.423 2.596
H 0.433 0.965 2.485
H -0.591 -0.853 1.077
H -1.372 1.490 -1.299
H 0.001 2.289 -1.340
H -0.071 1.076 -2.378
H 3.746 -0.858 -1.104
H 2.783 -1.123 1.322
H 3.249 1.139 0.244
```

As for the net charge: +1. The calculation puts the HOMO energy (alpha / beta) at -11.68 / -11.55 eV.

Atomic partial charges in e from the Löwdin method, atoms 1 to 2:
1 C -0.074
2 C -0.057


Run x
A gas-phase ion, C5H16NOSi (charge +1). Source: the OMol25 dataset; level of theory: ωB97M-V/def2-TZVPD.

The geometry in XYZ format:
```
24
Properties=species:S:1:pos:R:3
C 1.086 -2.256 -0.385
O -0.192 -1.677 -0.481
C -0.414 -0.349 0.068
N -1.530 0.132 -0.734
Si -1.166 -0.685 1.932
C 0.682 0.645 0.014
C 0.367 1.932 0.771
C 0.949 0.989 -1.481
H 1.287 -2.482 0.623
H 1.850 -1.566 -0.913
H 1.136 -3.113 -1.078
H -2.243 0.734 -0.340
H -1.127 0.749 -1.469
H -1.978 -0.771 -0.987
H -1.218 0.609 2.712
H -0.185 -1.773 2.388
H -2.666 -1.160 1.637
H 1.518 0.206 0.523
H -0.595 2.282 0.493
H 0.460 1.823 1.844
H 1.111 2.761 0.416
H 2.070 1.134 -1.651
H 0.240 1.754 -1.836
H 0.556 0.084 -2.065
```

The SMILES is CO[C@@]([NH3+])([SiH3])C(C)C. As for the net charge: +1. The calculation puts the HOMO energy at -13.75 eV.

Atomic partial charges in e from the Löwdin method, atoms 1 to 2:
1 C -0.072
2 O -0.199


Best to worst by energy: run x, run w.


Run w
A molecular structure, C14H19N3O5. Source: the OMol25 dataset; level of theory: ωB97M-V/def2-TZVPD.

The geometry in XYZ format:
```
41
Properties=species:S:1:pos:R:3
C -1.611 -1.962 0.444
C -0.389 -1.676 -0.571
C -1.306 -0.844 1.553
C -2.625 -0.235 2.163
C -3.215 0.803 1.124
C 0.373 -0.097 -2.291
C 0.076 -0.792 -3.503
C 1.737 -0.397 -1.787
C 2.000 0.622 -0.730
C 2.469 1.924 -1.151
C 2.100 0.234 0.641
C 2.911 2.741 -0.194
C 2.295 1.252 1.682
C 2.721 2.474 1.282
H -0.856 -4.329 0.567
H -0.080 -2.853 1.853
H -2.523 -1.863 -0.064
H -0.431 -0.177 1.485
H -0.911 -1.361 2.550
H -3.670 -0.936 2.067
H -2.851 0.431 3.087
H -4.981 1.567 0.479
H -4.905 0.972 2.149
H -0.992 0.239 -0.680
H 0.075 0.833 -2.498
H 1.606 -1.530 -1.441
H 2.706 -0.449 -2.467
H 2.644 2.111 -2.291
H 1.990 -0.813 1.081
H 3.753 3.670 -0.413
H 2.165 1.185 2.926
H 3.364 2.977 3.066
H 1.003 -1.426 -4.916
N -1.201 -3.175 1.132
N -4.245 1.675 1.547
N -0.335 -0.368 -1.067
O 0.344 -2.556 -0.800
O -2.812 0.921 -0.043
O -1.010 -1.216 -3.971
O 3.236 3.424 2.138
O 1.384 -1.001 -4.137
```

The calculation puts the HOMO energy at -8.20 eV.

Atomic partial charges in e from the Löwdin method, atoms 1 to 2:
1 C -0.297
2 C -0.452


Run x
C14H19N3O5 in the gas phase. Source: the OMol25 dataset; level of theory: ωB97M-V/def2-TZVPD.

The geometry in XYZ format:
```
41
Properties=species:S:1:pos:R:3
N 2.007 -1.255 -3.514
C 2.327 -2.343 -2.775
O 3.409 -2.914 -2.665
C 1.086 -3.055 -2.140
C -0.269 -2.319 -1.810
C -0.043 -0.899 -1.244
N -0.712 -0.699 0.062
C -0.207 -1.232 1.139
O 0.802 -1.888 1.189
C -1.037 -1.022 2.520
N -0.795 -2.000 3.615
C -0.565 0.367 3.021
C -0.465 1.642 2.050
C 0.852 2.063 1.709
C 1.065 3.213 0.846
C -0.070 3.778 0.236
O 0.215 4.638 -0.771
C -1.316 3.323 0.578
C -1.570 2.286 1.530
C -0.656 0.328 -2.052
O -1.403 0.324 -3.010
O -0.457 1.522 -1.423
H 1.070 -1.192 -3.707
H 2.628 -0.766 -4.142
H 0.855 -4.094 -2.568
H 1.433 -3.461 -1.184
H -0.770 -2.807 -1.097
H -0.811 -2.311 -2.777
H 1.036 -0.523 -1.192
H -1.576 -0.110 0.402
H -2.105 -1.143 2.369
H 0.223 -2.305 3.653
H -1.324 -2.851 3.372
H 0.438 0.113 3.535
H -1.109 0.823 3.830
H 1.604 1.350 2.110
H 1.998 3.635 0.487
H -0.622 4.718 -1.264
H -2.199 3.646 -0.075
H -2.558 2.157 1.703
H -0.406 1.263 -0.549
```

The SMILES is NC(=O)CC[C@H](NC(=O)[C@@H](N)Cc1ccc(O)cc1)C(=O)O. The calculation puts the HOMO energy at -9.03 eV.

Atomic partial charges in e from the Löwdin method, atoms 1 to 2:
1 N 0.191
2 C -0.508


Best to worst by energy: run x, run w.


Run w
2 unconnected molecules or ions with the total composition C5H11N3O. Source: the OMol25 dataset; level of theory: ωB97M-V/def2-TZVPD.

The geometry in XYZ format:
```
20
Properties=species:S:1:pos:R:3
H -0.415 -2.546 0.448
N -0.196 -1.715 0.985
C -0.598 -0.624 0.425
C -1.799 -0.485 -0.488
N -0.362 0.583 1.188
N 0.273 0.465 2.450
H -2.714 -0.569 0.100
H -1.810 0.475 -1.003
H -1.785 -1.285 -1.225
H -1.140 1.233 1.238
H 0.440 -0.541 2.558
H 1.183 0.930 2.353
C 0.921 -0.101 -2.207
C 1.193 -0.035 -0.902
C 1.023 1.380 -0.039
O 1.903 1.746 0.710
H 0.162 0.522 -2.661
H 1.378 -0.839 -2.850
H 1.973 -0.648 -0.467
H 0.368 2.054 -0.613
```

The SMILES is [H]/N=C(\C)NN.C=CC=O. The calculation puts the HOMO energy at -9.05 eV.

Atomic partial charges in e from the Löwdin method, atoms 1 to 2:
1 H 0.065
2 N 0.139


Run x
C5H11N3O in the gas phase. Source: the OMol25 dataset; level of theory: ωB97M-V/def2-TZVPD.

The geometry in XYZ format:
```
20
Properties=species:S:1:pos:R:3
C 1.640 0.652 1.518
N 1.414 0.182 0.160
C 0.106 0.458 -0.555
C -0.021 1.371 -1.716
C -0.830 -0.423 0.230
N -1.174 -0.152 1.597
N -1.945 -0.949 -0.526
C 0.551 -0.911 -0.164
O 0.901 -2.043 -0.842
H 0.770 0.571 2.170
H 2.466 0.070 1.929
H 1.951 1.695 1.451
H -0.930 1.138 -2.270
H -0.079 2.408 -1.380
H 0.844 1.275 -2.371
H -1.458 -1.008 2.064
H -1.959 0.490 1.617
H -1.674 -1.163 -1.478
H -2.285 -1.806 -0.102
H 1.712 -1.855 -1.333
```

The SMILES is CN1[C@]2(C)C(N)(N)[C@@]12O. The calculation puts the HOMO energy at -8.24 eV.

Atomic partial charges in e from the Löwdin method, atoms 1 to 2:
1 C -0.094
2 N 0.009


Best to worst by energy: run x, run w.